Record 1
ORCA calculation (wB97M-V/def2-TZVPD) on C34H34IN7OSr as an isolated structure.

Summary:
HOMO energy: -4.9 eV
strongest force on any atom: 0.846 eV/A

The geometry in ORCA input format:
```
! wB97M-V def2-TZVPD RIJCOSX def2/J DEFGRID3
* xyz 0 1
Sr 0.655 -0.258 0.156
C 3.367 -1.947 0.684
C 3.049 -1.344 2.069
C 1.845 -1.902 2.805
C 1.905 -2.116 4.176
C 0.767 -2.540 4.839
C -0.399 -2.740 4.116
C -0.372 -2.500 2.756
N 0.721 -2.092 2.109
N 3.148 -0.967 -0.386
C 3.149 -1.542 -1.737
C 2.185 -2.690 -1.886
C 2.630 -3.916 -2.366
C 1.728 -4.963 -2.446
C 0.429 -4.761 -2.016
C 0.081 -3.514 -1.526
N 0.940 -2.492 -1.466
C 4.103 0.148 -0.308
C 3.470 1.526 -0.336
C 4.164 2.601 0.202
C 3.552 3.842 0.237
C 2.275 3.975 -0.282
C 1.661 2.856 -0.810
N 2.239 1.647 -0.832
H 2.722 -2.806 0.500
H 4.403 -2.315 0.668
H 2.868 -0.264 1.983
H 3.915 -1.442 2.723
H 2.828 -1.938 4.710
H 0.785 -2.706 5.908
H -1.313 -3.063 4.593
H -1.267 -2.625 2.156
H 4.153 -1.899 -2.007
H 2.885 -0.735 -2.427
H 3.661 -4.038 -2.667
H 2.038 -5.929 -2.822
H -0.307 -5.552 -2.049
H -0.926 -3.315 -1.180
H 4.839 0.057 -1.116
H 4.671 0.069 0.619
H 5.154 2.456 0.615
H 4.055 4.690 0.682
H 1.746 4.917 -0.256
H 0.655 2.925 -1.209
C -3.594 2.032 0.748
C -2.498 1.224 0.099
N -1.243 1.366 0.473
N -0.972 2.405 1.374
C 0.119 2.217 2.051
O 0.869 1.155 2.027
C 0.582 3.357 2.902
C 1.758 3.226 3.635
C 2.244 4.285 4.390
C 1.559 5.491 4.420
C 0.382 5.627 3.693
C -0.103 4.571 2.939
C -2.843 0.288 -0.905
C -4.150 -0.205 -1.065
C -4.492 -1.231 -1.896
C -3.433 -1.834 -2.648
C -2.176 -1.372 -2.579
N -1.812 -0.246 -1.784
H -3.171 2.962 1.116
H -4.010 1.501 1.607
H -4.396 2.246 0.046
H 2.281 2.280 3.596
H 3.160 4.169 4.957
H 1.937 6.319 5.007
H -0.160 6.565 3.713
H -1.012 4.668 2.362
H -4.914 0.243 -0.443
H -5.508 -1.588 -1.971
H -3.621 -2.685 -3.291
H -1.365 -1.780 -3.165
I -1.754 2.276 -3.796
C -0.875 0.587 -2.316
H -0.466 1.299 -1.620
H -0.186 0.105 -2.998
*
```

***

Record 2
ORCA calculation (wB97M-V/def2-TZVPD) on C13H19CrN4O4S2 as an isolated structure.

Summary:
HOMO energy (alpha / beta): -7.6 / -7.9 eV
strongest force on any atom: 0.683 eV/A

The geometry in ORCA input format:
```
! wB97M-V def2-TZVPD RIJCOSX def2/J DEFGRID3
* xyz 0 2
Cr -0.443 0.436 -0.312
N -4.671 1.328 0.181
C -3.474 0.722 -0.050
S -2.424 1.376 -1.261
N -3.175 -0.312 0.691
N -1.936 -0.817 0.290
C -1.799 -2.086 0.406
C -0.661 -2.804 -0.126
C -0.453 -4.147 0.204
C 0.551 -4.876 -0.395
C 1.343 -4.262 -1.370
C 1.141 -2.949 -1.733
C 0.138 -2.192 -1.109
O -0.067 -0.939 -1.464
H -5.003 1.984 -0.502
H -5.358 0.784 0.676
H -2.623 -2.642 0.848
H -1.101 -4.608 0.941
H 0.715 -5.911 -0.129
H 2.130 -4.827 -1.854
H 1.745 -2.467 -2.489
N -0.720 0.991 1.649
C 0.158 0.289 2.603
C 1.579 0.811 2.494
C 2.091 0.866 1.050
O 3.068 1.544 0.761
O 1.434 0.142 0.204
H -0.579 1.997 1.701
H -1.699 0.810 1.865
H 0.127 -0.772 2.351
H -0.218 0.405 3.623
H 2.244 0.155 3.060
H 1.681 1.806 2.935
C 1.998 4.163 -0.934
S 0.634 3.180 -1.525
C 1.554 1.994 -2.491
O 0.187 2.451 -0.251
H 2.687 3.510 -0.397
H 1.585 4.930 -0.283
H 2.472 4.635 -1.794
H 1.954 2.522 -3.357
H 0.857 1.227 -2.832
H 2.333 1.550 -1.872
*
```

***

Record 3
ORCA calculation (wB97M-V/def2-TZVPD) on C9H16Br2Si as an isolated structure at a distorted geometry.

Summary:
HOMO energy: -8.0 eV
strongest force on any atom: 6.229 eV/A

The geometry in ORCA input format:
```
! wB97M-V def2-TZVPD RIJCOSX def2/J DEFGRID3
* xyz 0 1
C 4.114 -2.150 -1.268
C 3.550 -1.029 -1.765
C -3.169 0.575 1.298
C -2.719 -0.461 0.297
C -2.326 1.828 0.989
C -1.192 -0.716 0.419
C -0.819 1.668 1.070
C -0.425 0.579 0.080
C 2.112 -0.853 -2.039
Si 1.454 0.234 0.123
Br 2.113 -1.229 1.753
Br 2.910 1.841 0.568
H 5.197 -2.152 -1.007
H 3.463 -3.017 -1.173
H 4.310 -0.227 -1.973
H -4.214 0.838 1.051
H -3.234 0.273 2.277
H -3.202 -1.325 0.455
H -2.897 -0.362 -0.780
H -2.364 1.945 -0.117
H -2.821 2.697 1.350
H -0.891 -1.037 1.480
H -0.840 -1.460 -0.374
H -0.234 2.573 0.984
H -0.504 1.355 2.048
H -0.788 0.950 -0.937
H 1.373 -1.532 -2.341
H 2.043 0.193 -2.468
*
```

***

Record 4
ORCA calculation (wB97M-V/def2-TZVPD) on a 2-piece molecular cluster, C20H22N3O5S overall at a distorted geometry.

Summary:
HOMO energy: -12.1 eV
strongest force on any atom: 2.894 eV/A

The geometry in ORCA input format:
```
! wB97M-V def2-TZVPD RIJCOSX def2/J DEFGRID3
* xyz 1 1
O 2.294 1.262 3.996
S 1.283 0.657 3.181
O 0.169 0.145 3.903
C 0.695 1.961 2.018
N 1.485 1.839 0.785
C 2.848 1.830 0.842
N 3.192 1.674 -0.418
C 4.627 1.572 -0.764
C 4.639 1.138 -2.264
C 5.900 0.210 -2.658
O 4.380 -0.180 -2.446
N 2.181 1.585 -1.282
C 1.113 1.687 -0.523
C -0.314 1.600 -0.980
C -0.590 0.278 -1.738
C -0.038 -0.923 -0.985
C 1.291 -1.326 -1.085
C 1.792 -2.393 -0.375
C 0.976 -3.141 0.461
C -0.346 -2.749 0.566
C -0.842 -1.680 -0.148
H 1.869 -0.351 2.460
H -0.382 1.906 1.872
H 1.006 2.899 2.492
H 3.513 1.917 1.693
H 5.162 2.524 -0.716
H 5.094 0.744 -0.230
H 4.314 1.870 -3.006
H 6.387 0.553 -1.679
H 6.146 -0.842 -2.440
H -0.544 2.489 -1.580
H -0.931 1.599 -0.073
H -1.660 0.118 -1.909
H -0.102 0.331 -2.721
H 1.953 -0.752 -1.731
H 2.839 -2.679 -0.473
H 1.361 -3.980 1.033
H -0.983 -3.317 1.242
H -1.896 -1.422 -0.049
C -4.651 0.098 0.461
C -5.587 0.381 1.363
C -6.837 -0.418 1.450
O -7.688 -0.159 2.269
C -6.997 -1.541 0.494
C -6.059 -1.822 -0.407
C -4.813 -1.025 -0.493
O -3.956 -1.284 -1.316
H -3.734 0.669 0.381
H -5.486 1.196 2.068
H -7.914 -2.112 0.573
H -6.158 -2.636 -1.113
*
```

***

Q: Which formula does entry 4 have?
A: C20H22N3O5S